Molecular formula: C31H43N3O12S
Method: DFT, ωB97M-V/def2-TZVPD

## Properties
Kohn-Sham gap, eV: 7.950
LUMO, eV: -0.382
HOMO level, eV: -8.33
Max |F|, eV/Å: 2.49

Each line ends with the Löwdin charge.
Element x y z (Å)
O: 2.366 -0.616 2.783  0.059
N: 1.451 -1.353 2.787  -0.010
O: 0.283 -0.615 2.575  -0.131
C: -0.450 -1.133 1.425  -0.113
C: -1.032 0.068 0.687  -0.104
C: -0.806 0.231 -0.763  0.061
C: -1.302 1.274 -1.477  -0.249
O: -1.102 1.383 -2.841  0.032
C: -2.079 2.307 -0.817  -0.278
N: -2.651 3.367 -1.325  -0.216
S: -3.399 4.203 -0.110  1.009
N: -3.000 3.169 1.079  -0.223
C: -2.299 2.151 0.640  -0.274
C: -1.774 1.014 1.350  -0.118
C: -2.108 0.929 2.866  -0.020
C: -3.654 1.082 2.983  -0.340
O: -4.099 1.815 3.845  0.082
C: -4.625 0.395 2.038  -0.150
C: -4.446 -0.864 1.456  -0.034
C: -5.433 -1.417 0.624  -0.085
C: -6.604 -0.699 0.336  -0.079
C: -6.784 0.592 0.880  -0.064
C: -5.804 1.103 1.728  -0.024
H: -1.257 -1.815 1.759  0.121
H: 0.266 -1.697 0.812  0.101
H: -0.227 -0.555 -1.293  0.110
H: -1.879 1.048 -3.308  0.113
H: -1.605 1.790 3.331  0.137
H: -1.809 -0.035 3.300  0.114
H: -3.529 -1.437 1.644  0.101
H: -5.326 -2.412 0.178  0.101
H: -7.377 -1.128 -0.311  0.101
H: -7.666 1.195 0.655  0.095
H: -5.947 2.095 2.174  0.118
O: 1.483 -1.209 -0.945  0.044
C: 2.558 -0.687 -1.145  -0.484
O: 2.606 0.447 -1.844  0.021
C: 3.776 1.265 -1.988  -0.216
C: 4.654 0.785 -3.122  -0.058
C: 3.835 -1.347 -0.691  0.038
H: 4.316 1.337 -1.042  0.117
H: 3.411 2.266 -2.212  0.124
H: 5.027 -0.222 -2.946  0.042
H: 5.508 1.451 -3.252  0.086
H: 4.085 0.755 -4.053  0.085
H: 4.131 -2.094 -1.421  0.070
H: 3.646 -1.834 0.265  0.086
H: 4.657 -0.655 -0.528  0.083
O: 5.685 -2.379 -3.077  0.080
C: 5.248 -3.428 -3.474  -0.523
O: 5.469 -4.546 -2.766  0.006
C: 4.844 -5.805 -3.041  -0.229
C: 5.599 -6.577 -4.103  -0.064
C: 4.533 -3.523 -4.799  0.022
H: 3.790 -5.669 -3.293  0.115
H: 4.868 -6.361 -2.105  0.124
H: 5.613 -6.044 -5.055  0.068
H: 5.145 -7.555 -4.262  0.083
H: 6.638 -6.716 -3.802  0.085
H: 5.273 -3.599 -5.596  0.100
H: 3.948 -2.616 -4.938  0.092
H: 3.837 -4.356 -4.868  0.071
O: -7.506 3.766 0.436  0.100
C: -7.833 4.567 -0.396  -0.522
O: -8.321 4.149 -1.578  0.003
C: -8.910 5.017 -2.552  -0.235
C: -7.856 5.642 -3.443  -0.065
C: -7.622 6.045 -0.172  0.014
H: -9.549 5.761 -2.074  0.114
H: -9.565 4.388 -3.154  0.122
H: -7.167 6.267 -2.874  0.067
H: -8.322 6.256 -4.215  0.082
H: -7.258 4.866 -3.923  0.085
H: -6.591 6.298 -0.420  0.090
H: -7.801 6.260 0.880  0.093
H: -8.298 6.681 -0.738  0.069
O: 8.633 -0.727 5.463  0.106
C: 7.566 -1.248 5.287  -0.532
O: 6.613 -0.598 4.595  0.001
C: 5.384 -1.199 4.170  -0.236
C: 4.335 -1.145 5.260  -0.068
C: 7.240 -2.586 5.908  0.008
H: 5.554 -2.213 3.802  0.115
H: 5.045 -0.614 3.316  0.110
H: 4.643 -1.707 6.144  0.069
H: 3.392 -1.555 4.903  0.057
H: 4.173 -0.115 5.580  0.090
H: 6.927 -2.432 6.940  0.096
H: 8.141 -3.197 5.894  0.090
H: 6.476 -3.147 5.376  0.067

=====

Molecular formula: C6H10
Method: DFT, ωB97M-V/def2-TZVPD

## Properties
Kohn-Sham gap, eV: 8.419
LUMO, eV: 0.073
HOMO level, eV: -8.35
Max |F|, eV/Å: 0.45

Each line ends with the Löwdin charge.
Element x y z (Å)
C: -0.815 -1.241 0.835  -0.094
C: -1.736 1.090 -0.162  0.155
C: -0.428 0.890 -0.754  -0.402
C: 0.955 1.194 -0.134  -0.146
C: 1.328 -0.296 -0.257  -0.149
C: -0.165 -0.669 -0.427  -0.296
H: -0.437 -0.751 1.738  0.083
H: -0.592 -2.310 0.916  0.082
H: -1.904 -1.126 0.811  0.069
H: -1.566 1.358 0.905  0.016
H: -0.424 0.989 -1.845  0.125
H: 1.577 1.906 -0.682  0.102
H: 0.864 1.524 0.906  0.107
H: 1.837 -0.756 0.597  0.107
H: 1.910 -0.501 -1.161  0.109
H: -0.404 -1.301 -1.285  0.133